1.
The following is a quantum chemistry calculation of an isolated molecule of C3H4INS3 at a distorted geometry, from the OMol25 dataset.

Summary:
frontier orbital gap = 7.68 eV
E_HOMO = -8.7 eV
E_tot = -45269.255 eV
energy above the lowest of the compared OMol25 structures with the same formula, charge and spin = 0.8570 eV
multiplicity = 1

```
12
Properties=species:S:1:pos:R:3:lowdin_charge:R:1
C 0.05036 1.25440 0.01447 -0.487
C -0.68393 0.16579 -0.24811 -1.081
C 1.65736 -1.51844 0.02753 -0.356
N -1.77884 3.35377 0.00446 -0.459
S -0.44523 2.96044 0.43825 0.799
S -0.10034 -1.49520 -0.43774 0.761
S -2.41060 0.34812 -0.55877 0.265
I -3.38852 -1.63961 0.27269 0.445
H 1.11958 1.18501 0.14370 0.025
H 1.96406 -0.55238 0.40166 0.018
H 2.23310 -1.78522 -0.85311 0.036
H 1.78298 -2.27668 0.79496 0.035
```

=====

2.
The following is a quantum chemistry calculation of a structure of composition C3H4KLiO3 at a distorted geometry, from the OMol25 dataset.

Summary:
frontier orbital gap = 5.58 eV
E_HOMO = -6.5 eV
E_tot = -25845.656 eV
energy above the lowest of the compared OMol25 structures with the same formula, charge and spin = 1.0604 eV
multiplicity = 1

```
12
Properties=species:S:1:pos:R:3:lowdin_charge:R:1
O 0.14552 1.34919 0.46130 -0.085
C 1.04576 0.45314 -0.07809 -0.791
C -1.03922 0.78275 1.09315 -0.372
O 1.90360 0.97153 -0.79673 0.000
O 0.77313 -0.77928 0.00890 -0.285
C -2.04664 0.62501 -0.03775 -0.325
H -1.43609 1.56096 1.75666 0.093
H -0.77524 -0.10264 1.70056 0.093
H -1.36828 0.07533 -0.73442 -0.040
Li -2.12433 2.01054 -1.58302 0.768
K -0.91607 -2.20652 -0.27620 0.934
H -2.85750 1.14860 0.52097 0.011
```

=====

3.
The following is a quantum chemistry calculation of a structure of composition C3H4LiO4Sm at a distorted geometry, from the OMol25 dataset.

Summary:
<S²> = 12.008
frontier orbital gap (spin up / spin down) = 5.49 / 5.35 eV
E_HOMO (spin up / spin down) = -9.5 / -9.3 eV
E_tot = -29465.045 eV
energy above the lowest of the compared OMol25 structures with the same formula, charge and spin = 4.9499 eV
multiplicity = 7
total charge = +1

```
13
Properties=species:S:1:pos:R:3:lowdin_spin:R:1
H 1.63267 -0.47349 -1.59775 0.000
C 1.11798 0.39143 -2.02727 0.000
C 1.11254 0.63145 -3.46191 0.000
O -0.02517 0.06733 -2.79459 0.000
H 0.97642 1.65878 -3.81070 0.000
H 1.64149 -0.04406 -4.13753 0.000
O 0.99254 1.46763 -1.18874 0.000
H 1.08970 1.19128 -0.25920 0.000
O -1.33462 -0.59750 3.08616 -0.003
C -0.58114 0.22332 2.74003 -0.001
Li -2.46544 -1.71774 4.22055 -0.018
Sm -4.35386 -3.86269 6.62848 6.022
O 0.19690 1.06427 2.60246 0.000
```

=====

4.
The following is a quantum chemistry calculation of a structure of composition C3H4LiO4Y at a distorted geometry, from the OMol25 dataset.

Summary:
frontier orbital gap = 5.70 eV
E_HOMO = -17.3 eV
E_tot = -12593.941 eV
multiplicity = 1
total charge = +2

```
13
Properties=species:S:1:pos:R:3:lowdin_charge:R:1
O 1.74485 0.49157 -1.12430 -0.167
O -0.16554 1.00053 0.49094 -0.270
C -1.38179 0.29088 0.29944 -0.182
C -0.94916 -1.13428 -0.07461 -0.114
O 0.26701 -1.06379 -0.78892 0.045
C 1.13652 -0.16611 -0.17162 -0.756
H -1.95298 0.27783 1.22901 0.141
H -1.98128 0.73120 -0.49760 0.131
H -1.72047 -1.59473 -0.69249 0.152
H -0.80089 -1.72630 0.83109 0.145
O 2.12051 -0.73203 0.63158 -0.109
Li 0.54127 2.21221 -0.73056 0.795
Y 3.14195 1.41302 0.59803 2.190
```

=====

> Among the records above, which one has the highest E_tot?

C3H4LiO4Y